1.
The following is a DFT calculation (ωB97M-V with the def2-TZVPD basis set) of C48H48BN8O2PS2Tc as an isolated structure.

```
111
Properties=species:S:1:pos:R:3:forces:R:3
Tc -0.6796 -1.0333 -0.0967 0.67 0.14 -0.60
S 1.9418 -0.3741 -0.9655 -0.55 -0.03 0.04
C 2.4981 1.0790 -1.5982 0.00 0.49 -0.27
N 3.7807 1.2856 -1.8286 0.03 -0.06 0.31
C 4.2518 2.5738 -2.3387 0.03 0.04 -0.08
C 3.3059 3.0459 -3.4023 -0.03 0.03 0.05
N 1.9591 3.1045 -2.8394 0.12 0.03 -0.25
C 1.1295 4.2024 -3.3659 -0.02 -0.03 0.13
C 1.5734 5.5384 -2.8261 -0.01 0.05 -0.04
C 2.1211 6.4826 -3.6860 0.00 0.02 0.01
C 2.5393 7.7169 -3.2042 0.00 -0.01 0.00
C 2.4185 8.0079 -1.8552 -0.01 -0.02 0.00
C 1.8746 7.0658 -0.9895 0.01 0.00 0.00
C 1.4505 5.8376 -1.4706 0.03 -0.02 0.00
C 1.5440 2.2337 -1.9325 -0.06 -0.08 0.07
S 0.0914 2.3272 -1.1395 0.17 -0.07 -0.11
C 4.8503 0.3723 -1.3728 -0.04 -0.06 -0.04
C 5.5416 0.9300 -0.1545 -0.01 0.06 -0.01
C 4.8598 1.0220 1.0581 0.00 0.00 0.00
C 5.4842 1.5716 2.1657 0.00 -0.01 0.00
C 6.7939 2.0296 2.0746 -0.02 -0.01 -0.01
C 7.4776 1.9324 0.8736 -0.01 -0.01 -0.01
C 6.8497 1.3868 -0.2394 0.02 0.00 0.02
H 5.2473 2.4314 -2.7546 0.00 -0.04 0.03
H 4.3257 3.2959 -1.5216 -0.02 -0.01 0.00
H 3.3177 2.3958 -4.2818 0.02 -0.02 0.02
H 3.5831 4.0538 -3.7091 -0.03 0.00 -0.01
H 0.0942 3.9812 -3.1207 -0.01 0.02 0.01
H 1.2499 4.1891 -4.4504 -0.04 -0.05 -0.02
H 2.2135 6.2591 -4.7432 -0.01 0.01 0.00
H 2.9559 8.4481 -3.8835 0.01 0.00 0.00
H 2.7433 8.9678 -1.4774 0.00 0.00 0.01
H 1.7746 7.2950 0.0631 0.00 0.00 0.00
H 1.0172 5.1087 -0.7959 0.00 0.00 -0.01
H 5.5558 0.2709 -2.1975 -0.02 -0.02 -0.02
H 4.4025 -0.5970 -1.1798 0.02 -0.03 0.00
H 3.8426 0.6529 1.1348 0.00 0.01 0.00
H 4.9534 1.6371 3.1064 0.00 0.00 0.01
H 7.2801 2.4580 2.9405 0.00 -0.01 0.01
H 8.4990 2.2801 0.7995 0.00 0.00 0.00
H 7.3896 1.3076 -1.1762 0.00 0.00 0.00
B 1.0005 -1.4239 3.0155 -0.11 -0.04 0.04
N 0.4051 -0.0365 2.5953 0.20 0.00 -0.22
C 0.4400 1.0454 3.3604 -0.04 0.06 0.11
C -0.3948 2.0246 2.8253 0.02 0.00 0.07
C -0.9033 1.4528 1.6852 0.05 -0.10 -0.02
N -0.4145 0.1963 1.5392 -0.25 0.09 0.21
N 1.4483 -2.2397 1.7603 -0.03 0.16 -0.11
C 2.4554 -3.1066 1.7406 0.08 -0.01 0.06
C 2.4570 -3.7941 0.5322 0.06 -0.01 0.01
C 1.3952 -3.2694 -0.1672 -0.06 0.05 0.05
N 0.7767 -2.3306 0.5877 -0.11 -0.28 0.13
H 0.1465 -2.0284 3.6036 -0.01 -0.01 -0.03
H 1.9714 -1.2154 3.6887 -0.03 -0.01 -0.04
H 1.0378 1.0502 4.2569 0.02 0.00 -0.01
H -0.5830 3.0115 3.2083 0.02 0.01 0.00
H -1.5570 1.8797 0.9461 0.03 0.00 0.02
H 3.1123 -3.1821 2.5912 -0.01 -0.01 0.01
H 3.1480 -4.5501 0.2053 0.01 -0.01 0.01
H 1.0506 -3.4796 -1.1647 -0.01 0.02 -0.01
O -1.5493 -2.9369 -3.5978 0.04 -0.01 -0.07
C -1.6483 -2.9229 -2.4033 0.11 0.15 0.18
O -0.8510 -2.1391 -1.6606 -0.07 -0.09 -0.08
C -2.6082 -3.8207 -1.6847 0.03 0.02 0.03
C -3.2347 -4.7750 -2.4838 -0.02 0.00 -0.03
C -4.0776 -5.7231 -1.9335 0.00 0.01 0.00
C -4.2914 -5.7436 -0.5626 0.01 -0.01 0.01
C -3.6832 -4.7966 0.2415 -0.01 0.01 -0.05
C -2.8512 -3.8153 -0.3100 -0.14 0.02 0.06
P -2.2117 -2.6444 0.9110 -0.10 -0.19 0.25
C -1.5714 -3.7525 2.1908 0.11 0.06 0.01
C -0.7479 -4.8033 1.7795 0.01 0.04 0.00
C -0.2535 -5.7012 2.7068 0.00 -0.01 0.01
C -0.5864 -5.5662 4.0499 0.02 -0.01 -0.01
C -1.4229 -4.5405 4.4584 0.00 0.02 -0.01
C -1.9139 -3.6297 3.5344 -0.07 -0.08 -0.03
C -3.6069 -1.7722 1.6569 0.01 -0.04 0.11
C -4.9209 -1.9799 1.2500 -0.01 0.07 -0.03
C -5.9526 -1.2896 1.8742 0.01 0.00 -0.04
C -5.6803 -0.3981 2.9008 0.02 0.01 0.02
C -4.3670 -0.1796 3.3055 -0.04 0.00 -0.04
C -3.3314 -0.8602 2.6847 -0.01 -0.05 0.00
H -3.0310 -4.7590 -3.5451 0.00 -0.01 0.00
H -4.5563 -6.4540 -2.5707 0.02 -0.01 0.00
H -4.9218 -6.5005 -0.1162 -0.03 0.01 0.00
H -3.8513 -4.8246 1.3111 0.00 0.00 0.01
H -0.5065 -4.9354 0.7328 0.00 0.00 -0.01
H 0.3775 -6.5166 2.3797 0.01 0.01 0.01
H -0.2027 -6.2713 4.7750 0.00 -0.01 0.00
H -1.6959 -4.4427 5.5002 -0.01 0.00 0.00
H -2.5755 -2.8472 3.8737 0.01 0.02 0.01
H -5.1473 -2.6667 0.4460 0.00 -0.01 0.00
H -6.9731 -1.4532 1.5544 -0.01 -0.02 0.02
H -6.4906 0.1218 3.3942 0.00 0.02 -0.01
H -4.1514 0.5121 4.1089 0.00 0.00 0.00
H -2.3110 -0.6857 3.0047 0.01 -0.03 0.03
C -5.6068 1.5919 -0.3775 0.03 0.00 -0.03
C -4.3195 1.1004 -0.9415 -0.09 0.01 0.01
C -3.8481 1.0447 -2.2385 -0.06 -0.03 -0.06
C -2.5875 0.4578 -2.1870 0.11 0.11 0.19
N -2.2779 0.1739 -0.8939 -0.25 -0.35 -0.19
N -3.3689 0.5628 -0.1750 0.22 0.19 0.09
C -1.6979 0.2332 -3.3594 0.05 0.05 0.11
H -5.9695 2.4414 -0.9515 0.01 0.01 0.00
H -5.4995 1.8929 0.6640 0.01 0.00 0.00
H -6.3605 0.8051 -0.4290 -0.01 0.01 0.00
H -4.3543 1.3891 -3.1237 0.01 0.02 0.00
H -3.3719 0.4933 0.8328 -0.03 -0.09 -0.03
H -1.9630 0.9520 -4.1327 0.04 0.03 0.01
H -1.8209 -0.7618 -3.7742 -0.02 -0.07 -0.04
H -0.6505 0.3590 -3.0988 0.07 0.00 0.05
```
Forces are in eV/Å.

The HOMO-LUMO gap (spin up / spin down) comes out at 6.95 / 5.94 eV. As for the spin multiplicity: 4. As for the total charge: +2. Its lowest unoccupied orbital energy (spin up / spin down) is -5.939 / -6.930 eV. The value obtained for the energy above the lowest of the compared OMol25 structures with the same formula, charge and spin is 0.312 eV.

These are the Mulliken partial charges, in e, on atoms 1 to 8:
1 Tc -0.12
2 S 0.02
3 C -0.28
4 N 0.19
5 C -0.70
6 C -0.76
7 N 0.17
8 C -1.48

2.
The following is a DFT calculation (ωB97M-V with the def2-TZVPD basis set) of a 2-piece molecular cluster, C27H42ClF3IN2O9P overall in a non-equilibrium geometry.

```
86
Properties=species:S:1:pos:R:3:forces:R:3
C 2.4911 -7.1286 -0.2136 -0.06 0.06 0.31
C 2.1742 -5.6850 -0.6101 0.29 -0.38 -0.01
O 3.2879 -5.0403 -1.2290 -0.29 -0.16 0.20
C 3.0942 -3.6507 -1.3368 0.84 0.23 -0.24
C 4.0966 -2.9160 -0.4239 -0.52 -0.52 -0.56
O 3.8142 -1.5137 -0.5326 0.40 -0.14 0.67
C 3.1242 -1.0423 0.6132 -0.02 -0.28 -1.64
C 2.2881 0.2262 0.1673 1.36 -0.52 -0.91
I 1.7727 -0.0393 -1.9141 -0.49 0.34 0.23
C 3.2758 1.4209 0.2518 0.39 0.38 1.11
O 4.2677 1.3401 -0.7109 -0.27 0.28 0.12
C 5.1958 2.3818 -0.6423 1.42 0.75 -1.56
O 5.6801 2.7810 -1.6730 -0.85 -0.79 1.20
C 5.6350 2.9755 0.6739 -0.85 -0.63 -0.41
C 6.4631 2.3336 1.5653 -0.06 -0.75 -0.51
C 6.8220 2.9969 2.7102 1.05 -0.63 1.03
C 6.3738 4.2550 2.9959 -0.39 1.09 0.54
C 5.5195 4.8946 2.1187 0.03 0.14 0.05
C 5.1784 4.2393 0.9660 -0.90 0.78 -0.89
O 2.6675 2.6923 0.1676 0.29 -0.51 0.30
C 1.8773 2.8280 1.3252 -1.20 -0.13 -0.40
C 0.6529 1.8916 1.1536 0.69 0.93 -0.43
P -0.3028 2.5955 -0.3132 -1.18 1.21 -0.11
O -1.4426 3.3374 0.2595 -0.21 -0.14 0.42
N 1.0583 0.4434 1.0857 1.08 0.23 0.17
Cl 1.6708 0.0745 2.7234 -0.31 -0.05 0.22
C -0.0354 -0.5253 0.7509 -1.19 -1.69 0.37
C -1.0294 -0.8839 1.8548 -0.72 0.35 0.02
C -1.9168 0.2859 2.3554 0.68 -0.63 0.72
C -3.3991 -0.1143 2.5312 0.07 0.18 -0.17
N -4.1990 0.8358 1.7512 -0.03 -0.74 0.61
C -5.1035 0.1772 0.7953 -0.65 0.92 -0.21
C -4.8440 1.8250 2.5577 -0.55 0.93 0.40
C -4.7312 3.2475 2.0280 0.05 -0.72 -0.34
O -5.4310 1.5906 3.5932 0.66 -0.29 -0.42
H 2.0740 -7.8663 -0.9004 0.12 0.15 -0.07
H 2.0365 -7.3024 0.7670 0.05 -0.17 -0.14
H 3.5621 -7.3168 -0.1061 -0.08 0.21 -0.09
H 1.3397 -5.6941 -1.3216 -0.11 0.28 0.29
H 1.9263 -5.1225 0.3026 -0.22 0.01 -0.22
H 2.0609 -3.3273 -1.1559 0.06 -0.17 0.11
H 3.3596 -3.3479 -2.3576 -0.28 -0.02 0.06
H 4.0546 -3.2782 0.6105 -0.10 0.13 -0.05
H 5.0939 -3.1491 -0.8030 0.02 0.39 0.10
H 3.9022 -0.7760 1.3341 -0.51 0.04 0.41
H 2.4745 -1.8669 0.9263 -0.08 0.39 0.53
H 3.7584 1.3413 1.2451 -0.19 0.15 -0.04
H 6.8186 1.3319 1.3486 0.07 0.06 0.10
H 7.4950 2.5291 3.4218 -0.05 -0.10 -0.13
H 6.6527 4.7700 3.9083 0.14 -0.21 0.00
H 5.1141 5.8834 2.2928 0.16 -0.03 0.16
H 4.5153 4.7316 0.2604 0.09 -0.07 0.00
H 1.4414 3.8306 1.3784 0.30 0.02 -0.16
H 2.4242 2.6585 2.2588 0.10 -0.09 -0.17
H 0.0276 2.1103 2.0216 -0.36 -0.72 -0.23
H -0.6544 1.6213 -1.2656 0.36 -0.11 0.21
H 0.5406 3.5369 -0.9454 0.41 -0.77 -0.05
H 0.4201 -1.4673 0.4345 0.39 0.32 0.03
H -0.6313 -0.2168 -0.1104 0.47 0.64 0.06
H -1.7178 -1.5917 1.3732 0.31 0.06 -0.22
H -0.5974 -1.4646 2.6743 0.21 0.23 -0.10
H -1.5120 0.6168 3.3241 -0.05 0.18 -0.20
H -1.8601 1.1288 1.6627 -0.30 -0.11 0.03
H -3.6910 -0.1649 3.5865 0.00 0.22 -0.14
H -3.5718 -1.1197 2.1345 0.09 0.13 0.01
H -5.2585 0.8780 -0.0262 -0.19 -0.25 -0.04
H -4.6494 -0.7143 0.3786 0.07 0.09 0.10
H -6.0850 -0.0707 1.2254 0.21 -0.09 0.11
H -3.6793 3.4770 1.8294 -0.13 -0.02 0.00
H -5.2372 3.2583 1.0545 0.07 0.22 0.11
H -5.1752 3.9620 2.7169 -0.07 -0.11 -0.07
C -7.1214 -1.5313 -4.7400 0.02 -0.24 0.15
C -5.8737 -1.3229 -5.5906 -0.08 0.03 -0.37
O -5.0233 -0.2888 -5.1540 -0.50 0.55 0.53
C -4.1005 -0.5578 -4.0492 0.70 -0.89 -0.61
O -3.3995 -1.6389 -4.2083 0.08 0.06 0.53
C -4.8133 -0.5251 -2.6599 -0.61 0.22 -0.85
F -5.7841 0.4296 -2.5894 0.07 0.01 0.27
F -3.9145 -0.1972 -1.6948 0.41 -0.02 -0.02
F -5.3898 -1.6715 -2.2618 0.19 -0.01 0.19
H -7.5468 -0.5763 -4.4290 -0.01 0.02 -0.09
H -7.8737 -2.0884 -5.3059 0.01 0.06 -0.06
H -6.9044 -2.1115 -3.8464 -0.02 0.03 0.02
H -6.2072 -1.0064 -6.5846 0.10 0.05 -0.01
H -5.3291 -2.2608 -5.7359 0.11 0.02 0.24
H -3.5369 0.4089 -4.0247 -0.04 0.13 -0.08
```
Forces are in eV/Å.

The HOMO-LUMO gap comes out at 2.66 eV. Its lowest unoccupied orbital energy is -3.041 eV.

These are the Mulliken partial charges, in e, on atoms 1 to 8:
1 C -1.19
2 C 0.00
3 O -0.41
4 C -0.44
5 C -0.58
6 O -0.19
7 C -0.95
8 C -0.94

3.
The following is a DFT calculation (ωB97M-V with the def2-TZVPD basis set) of a 2-piece molecular cluster, C5H14N3O4P overall in a non-equilibrium geometry.

```
27
Properties=species:S:1:pos:R:3:forces:R:3
N 4.5390 0.5619 -1.9094 -1.39 0.29 0.46
C 3.2748 0.6203 -2.7385 0.35 -2.28 0.22
O 2.7499 1.9659 -2.8194 -1.64 -1.10 0.90
C 1.6569 2.1653 -1.9388 2.00 2.33 3.12
O 1.9084 2.7644 -0.8576 -1.57 -2.30 -4.18
N 0.3208 1.7185 -2.3560 0.66 -0.32 1.45
P -0.1658 0.2016 -1.6014 0.91 -3.53 -4.01
O -0.0944 -0.8991 -2.7014 -0.19 2.46 2.86
H 4.2613 0.9609 -0.9863 0.44 -0.20 -0.83
H 4.7274 -0.4349 -1.6816 -0.21 0.81 -0.49
H 2.5287 -0.0936 -2.2441 0.45 1.11 -0.91
H 3.4978 0.1662 -3.7755 -0.42 1.23 1.50
H -0.3880 2.4608 -2.2755 0.68 -0.25 0.17
H 0.6950 -0.1243 -0.4930 -0.52 0.90 -0.68
H -1.5109 0.1848 -1.1179 0.62 1.02 0.01
C -3.4580 -1.8011 2.2155 0.07 0.12 0.17
N -2.2427 -1.0214 2.3397 0.48 -0.08 -0.80
C -2.0011 -0.2871 3.5674 0.28 0.11 -0.09
C -1.3206 -0.9557 1.3418 -0.43 -0.11 0.60
O -0.2803 -0.3189 1.3849 -0.33 -0.05 0.42
H -4.3198 -1.1377 2.3221 -0.08 -0.17 -0.02
H -3.4793 -2.5562 3.0052 -0.16 -0.03 -0.10
H -3.5071 -2.2977 1.2451 0.08 0.08 0.08
H -1.9031 0.7761 3.3353 0.03 -0.04 0.18
H -1.0672 -0.6351 4.0149 -0.08 0.14 0.08
H -2.8221 -0.4354 4.2694 0.05 -0.05 -0.16
H -1.5996 -1.5483 0.4552 -0.09 -0.09 0.04
```
Forces are in eV/Å.

The HOMO-LUMO gap comes out at 9.95 eV. As for the SMILES: NCOC(=O)N[PH2]=O.CN(C)C=O. Its lowest unoccupied orbital energy is 0.297 eV.

These are the natural (NBO) partial charges, in e, on atoms 1 to 8:
1 N -0.84
2 C 0.08
3 O -0.52
4 C 0.90
5 O -0.53
6 N -0.99
7 P 1.53
8 O -1.08

4.
The following is a DFT calculation (ωB97M-V with the def2-TZVPD basis set) of an isolated ion of composition C5H10NO and charge +1 in a non-equilibrium geometry.

```
17
Properties=species:S:1:pos:R:3:forces:R:3
N 0.5097 -0.4159 -1.5925 0.74 -0.76 0.65
C 1.3050 0.7142 -0.9604 -0.58 -0.60 -0.65
C 0.8457 1.3515 0.1152 -0.88 -0.27 -1.32
C 0.0607 0.7942 1.2504 -0.74 -0.36 0.22
C -0.4330 -0.6502 1.2581 0.26 -0.61 -1.99
C -1.5988 -0.9401 0.3218 -0.03 0.62 1.49
O -2.2152 -0.0716 -0.2409 0.15 -0.28 -0.60
H -0.4985 -0.3105 -1.4507 -0.08 0.56 -0.07
H 0.7014 -0.3510 -2.5938 -0.11 -0.28 0.05
H 0.7084 -1.3647 -1.2580 0.37 0.00 -0.32
H 2.1296 0.9298 -1.6264 -0.37 0.88 -0.03
H 0.7933 2.4303 -0.0511 1.48 0.16 1.23
H 0.7497 0.8523 2.0966 -0.18 0.53 0.18
H -0.8058 1.4282 1.3774 -0.07 0.39 0.57
H 0.3496 -1.3187 0.8567 0.09 -0.09 0.64
H -0.7463 -1.0700 2.2138 0.29 0.29 0.27
H -1.8556 -2.0076 0.2840 -0.34 -0.18 -0.32
```
Forces are in eV/Å.

The HOMO-LUMO gap comes out at 10.19 eV. As for the total charge: +1. As for the SMILES: [NH3+]/C=C\CCC=O. Its lowest unoccupied orbital energy is -3.987 eV. The value obtained for the energy above the lowest of the compared OMol25 structures with the same formula, charge and spin is 2.849 eV.

These are the natural (NBO) partial charges, in e, on atoms 1 to 8:
1 N -0.72
2 C -0.09
3 C -0.10
4 C -0.48
5 C -0.51
6 C 0.41
7 O -0.52
8 H 0.46

Total energy values (in Eh) by entry order: -3689.46342, -3239.23320, -1005.45208, -326.17712.